Entry 1:
The following is a DFT calculation (wB97M-V/def2-TZVPD) of a single C11H16N2 molecule in a non-equilibrium geometry.

Output
LUMO: 0.905 eV
Energy relative to the best compared isomer or geometry (same formula, charge and spin): 18.96 kcal/mol
SMILES: CN1CCC(c2cccnc2)CC1
Charge: 0

XYZ file:
```
29
C11H16N2 (wB97M-V/def2-TZVPD)
C -3.102 -0.984 -1.088
N -2.332 -0.151 -0.164
C -1.478 0.709 -0.973
C -0.680 1.621 -0.092
C 0.143 0.884 0.980
C 1.413 0.288 0.485
C 2.414 1.137 -0.053
C 3.575 0.585 -0.575
C 3.732 -0.851 -0.588
N 2.835 -1.684 -0.069
C 1.716 -1.073 0.416
C -0.737 -0.141 1.753
C -1.497 -0.997 0.743
H -3.698 -1.693 -0.514
H -2.329 -1.572 -1.700
H -3.751 -0.347 -1.705
H -2.165 1.248 -1.650
H -0.822 0.122 -1.618
H -0.015 2.278 -0.686
H -1.344 2.321 0.423
H 0.426 1.596 1.752
H 2.258 2.192 -0.060
H 4.347 1.114 -1.060
H 4.668 -1.271 -1.010
H 1.023 -1.764 0.845
H -1.481 0.443 2.296
H -0.156 -0.770 2.464
H -2.157 -1.603 1.312
H -0.808 -1.638 0.136
```

---

Entry 2:
The following is a DFT calculation (wB97M-V/def2-TZVPD) of a single C3H2O2 molecule in a non-equilibrium geometry.

Output
LUMO (alpha / beta): -0.545 / -0.546 eV
Energy relative to the best compared isomer or geometry (same formula, charge and spin): 111.01 kcal/mol
Charge: 0

XYZ file:
```
7
C3H2O2 (wB97M-V/def2-TZVPD)
C -0.407 -0.007 0.119
C -0.823 2.463 0.251
C 0.760 -0.953 -0.217
O 0.840 -2.150 0.012
O -0.540 1.310 0.159
H -1.307 -0.378 0.537
H 1.477 -0.285 -0.860
```

---

Entry 3:
The following is a DFT calculation (wB97M-V/def2-TZVPD) of 16 unconnected molecules or ions with the total composition C48H125N7O26 in a non-equilibrium geometry.

Output
LUMO: -2.344 eV
Energy relative to the best compared isomer or geometry (same formula, charge and spin): 237.94 kcal/mol
Charge: 0

XYZ file:
```
206
C48H125N7O26 (wB97M-V/def2-TZVPD)
O -4.646 -2.255 4.437
H -4.160 -2.455 5.240
H -4.068 -1.916 3.750
H -5.309 -1.578 4.590
O 1.261 5.308 -4.538
H 1.477 5.162 -5.462
H 1.838 4.729 -4.036
H 1.510 6.214 -4.340
C 0.554 0.673 -0.434
C -0.257 -0.307 0.048
C 0.008 -1.769 -0.316
O -0.724 -2.770 0.115
C 1.053 -2.108 -1.111
C 1.994 -1.195 -1.631
C 1.729 0.349 -1.344
O 2.431 1.288 -1.830
O 3.003 -1.599 -2.257
O -1.218 0.071 0.837
H 0.338 1.714 -0.246
H 1.284 -3.138 -1.337
O 6.772 -1.789 -6.470
H 6.316 -1.534 -5.669
H 7.666 -1.472 -6.349
O 4.306 -6.107 -4.205
H 4.298 -5.168 -4.024
H 3.507 -6.262 -4.707
O 8.033 -2.725 -1.483
H 7.208 -2.841 -1.954
H 8.708 -2.940 -2.127
O -6.099 -4.869 0.019
H -5.161 -4.714 -0.092
H -6.154 -5.743 0.403
O 7.531 2.603 -1.330
H 6.604 2.527 -1.557
H 7.718 1.814 -0.821
O 0.796 -7.131 3.790
H -0.049 -6.691 3.695
H 0.714 -7.926 3.263
C 5.481 0.650 4.250
O 5.084 -0.652 4.722
C 3.876 -1.089 4.084
C 3.493 -2.513 4.584
N 4.532 -3.546 4.483
C 4.853 -3.755 3.034
C 5.845 -4.915 2.749
O 5.425 -6.042 3.575
C 6.099 -7.289 3.247
H 4.835 1.384 4.733
H 5.606 0.639 3.167
H 6.448 0.901 4.685
H 4.183 -1.143 3.039
H 3.153 -0.278 4.169
H 2.595 -2.848 4.065
H 3.165 -2.486 5.623
H 5.285 -3.024 4.908
H 5.238 -2.868 2.530
H 3.902 -3.893 2.519
H 6.864 -4.648 3.028
H 5.752 -5.289 1.729
H 7.171 -7.299 3.049
H 5.684 -7.549 2.274
H 5.842 -8.040 3.995
C -10.015 9.756 0.940
O -9.121 8.660 1.237
C -9.644 7.503 1.859
C -8.488 6.429 1.961
N -8.244 5.807 0.668
C -6.833 5.433 0.512
C -6.581 4.916 -0.922
O -6.784 6.038 -1.826
C -6.463 5.867 -3.197
H -9.452 10.689 0.896
H -10.711 9.811 1.777
H -10.619 9.673 0.037
H -10.601 7.124 1.500
H -9.882 7.887 2.851
H -8.957 5.737 2.661
H -7.598 6.800 2.470
H -8.288 6.645 0.106
H -6.738 4.586 1.191
H -6.182 6.242 0.845
H -7.248 4.079 -1.130
H -5.558 4.548 -1.007
H -6.424 6.846 -3.676
H -7.274 5.306 -3.660
H -5.549 5.290 -3.334
C -2.684 0.509 -6.369
O -1.683 1.366 -6.997
C -0.324 1.058 -6.715
C 0.537 1.448 -7.887
N 0.549 2.888 -8.069
C 1.617 3.423 -8.993
C 3.041 3.117 -8.435
O 3.298 3.766 -7.179
C 4.547 3.388 -6.548
H -2.638 0.229 -5.316
H -2.604 -0.522 -6.715
H -3.668 0.897 -6.632
H -0.151 -0.013 -6.606
H 0.018 1.566 -5.813
H 0.298 0.876 -8.783
H 1.577 1.144 -7.771
H -0.336 3.187 -8.452
H 1.458 4.490 -9.151
H 1.531 2.977 -9.984
H 3.633 3.643 -9.185
H 3.247 2.048 -8.470
H 4.821 3.955 -5.658
H 5.360 3.490 -7.267
H 4.582 2.324 -6.316
C 0.246 -10.116 1.801
O 0.257 -10.830 3.076
C -0.696 -11.906 3.036
C -0.711 -12.546 4.492
N -0.926 -11.712 5.655
C -0.962 -12.560 6.886
C -1.371 -11.742 8.097
O -2.519 -10.934 7.766
C -3.218 -10.252 8.906
H -0.782 -9.952 1.475
H 0.810 -10.617 1.014
H 0.597 -9.095 1.950
H -0.348 -12.645 2.314
H -1.720 -11.623 2.794
H 0.232 -13.085 4.588
H -1.468 -13.329 4.450
H -1.808 -11.222 5.606
H 0.061 -12.927 6.972
H -1.629 -13.413 6.757
H -0.598 -11.041 8.413
H -1.533 -12.452 8.909
H -3.993 -9.551 8.597
H -2.546 -9.831 9.654
H -3.773 -10.995 9.478
C 1.383 7.749 0.637
O 1.969 8.592 -0.371
C 3.091 7.973 -0.946
C 3.473 8.783 -2.138
N 2.312 8.953 -3.039
C 2.566 9.719 -4.296
C 1.207 9.921 -5.090
O 0.709 8.646 -5.525
C -0.485 8.885 -6.305
H 0.538 8.268 1.090
H 2.057 7.519 1.463
H 0.975 6.792 0.311
H 2.695 6.987 -1.191
H 3.896 7.915 -0.214
H 4.256 8.261 -2.687
H 3.694 9.760 -1.708
H 1.650 9.492 -2.500
H 3.341 9.229 -4.885
H 3.005 10.687 -4.053
H 1.447 10.571 -5.931
H 0.486 10.357 -4.399
H -0.380 9.674 -7.049
H -1.359 9.068 -5.680
H -0.737 7.969 -6.838
C -3.062 -7.513 -5.765
O -2.128 -7.078 -6.762
C -1.196 -6.192 -6.225
C -0.187 -5.828 -7.263
N 0.564 -7.009 -7.736
C 1.554 -6.668 -8.780
C 0.930 -6.246 -10.062
O 0.213 -7.315 -10.562
C -0.337 -6.942 -11.867
H -3.716 -8.182 -6.324
H -3.653 -6.716 -5.314
H -2.539 -8.139 -5.042
H -0.699 -6.752 -5.433
H -1.607 -5.332 -5.696
H 0.584 -5.193 -6.828
H -0.714 -5.407 -8.119
H -0.116 -7.612 -8.178
H 2.175 -7.545 -8.965
H 2.294 -5.913 -8.514
H 1.739 -5.938 -10.725
H 0.238 -5.435 -9.838
H 0.489 -6.832 -12.570
H -0.940 -6.039 -11.771
H -0.891 -7.816 -12.210
C -0.919 8.391 14.336
O -0.606 7.238 13.628
C 0.522 7.386 12.772
C 0.672 6.052 11.997
N -0.068 5.963 10.753
C 0.096 4.602 10.264
C -0.818 4.267 9.002
O -2.185 4.392 9.413
C -3.072 4.278 8.371
H -0.104 8.520 15.049
H -1.822 8.437 14.946
H -0.986 9.321 13.772
H 1.432 7.594 13.336
H 0.410 8.243 12.108
H 0.503 5.169 12.613
H 1.743 6.104 11.800
H -1.050 6.186 10.835
H -0.008 3.890 11.083
H 1.130 4.436 9.960
H -0.522 3.344 8.505
H -0.680 5.071 8.279
H -3.507 3.281 8.303
H -2.617 4.363 7.384
H -3.929 4.939 8.502
```

---

Entry 4:
The following is a DFT calculation (wB97M-V/def2-TZVPD) of 3 unconnected molecules or ions with the total composition C4H10NO3 in a non-equilibrium geometry.

Output
LUMO: -3.581 eV
Energy relative to the best compared isomer or geometry (same formula, charge and spin): 54.55 kcal/mol
Charge: +1

XYZ file:
```
18
C4H10NO3 (wB97M-V/def2-TZVPD)
C 2.189 1.654 -0.708
C 1.543 0.595 0.123
C -2.138 1.332 1.350
C -1.890 0.614 0.307
N -2.166 -0.109 -0.667
O 0.356 0.447 0.564
O -1.058 -2.563 -1.081
O 2.375 -0.332 0.531
H 1.644 2.538 -0.843
H 2.190 1.239 -1.729
H -3.050 1.117 1.863
H -1.403 2.029 1.685
H -2.686 0.235 -1.444
H -1.719 -0.981 -0.905
H 3.331 1.719 -0.486
H -1.115 -3.471 -1.052
H -0.223 -2.535 -1.562
H 1.929 -1.162 0.991
```

---

Entry 5:
The following is a DFT calculation (wB97M-V/def2-TZVPD) of a molecular structure, C5H9NS in a non-equilibrium geometry.

Output
LUMO: -0.601 eV
Energy relative to the best compared isomer or geometry (same formula, charge and spin): 160.86 kcal/mol
Charge: 0

XYZ file:
```
16
C5H9NS (wB97M-V/def2-TZVPD)
C -1.029 1.676 -0.234
C -0.938 0.203 -0.090
C 0.363 -0.498 -0.697
C 2.005 0.243 0.996
C 2.659 -0.530 -0.176
H -1.017 2.351 1.187
H -0.181 1.940 -1.091
H -2.259 1.917 -0.845
H 0.067 -0.527 -1.739
H 0.406 -1.616 -0.478
H 2.359 1.291 1.186
H 1.463 -0.327 2.033
H 3.733 -0.054 -0.198
H 2.779 -1.646 -0.221
N 1.589 0.195 -0.421
S -2.302 -0.704 0.270
```

---

Entry 6:
The following is a DFT calculation (wB97M-V/def2-TZVPD) of a molecular structure, C8H28B2O30 in a non-equilibrium geometry.

Output
LUMO: 3.638 eV
Energy relative to the best compared isomer or geometry (same formula, charge and spin): 117.98 kcal/mol
Charge: -2

XYZ file:
```
68
C8H28B2O30 (wB97M-V/def2-TZVPD)
O -2.302 -0.760 7.956
C -2.789 -1.121 6.928
O -2.413 -0.759 5.722
B -3.252 -1.433 4.690
O -4.125 -2.323 5.493
C -3.978 -2.081 6.773
O -4.654 -2.531 7.650
O -2.462 -2.189 3.699
C -2.697 -1.689 2.498
O -2.147 -1.930 1.471
C -3.772 -0.589 2.645
O -4.014 -0.458 3.931
O -4.203 0.068 1.747
O 2.659 1.367 1.900
C 1.706 1.014 1.269
O 1.725 0.750 -0.020
B 0.398 0.220 -0.447
O -0.429 0.335 0.755
C 0.313 0.676 1.808
O -0.048 0.584 2.937
O -0.205 0.950 -1.585
C -0.210 0.180 -2.636
O -0.582 0.522 -3.742
C 0.320 -1.194 -2.229
O 0.495 -1.158 -0.933
O 0.478 -2.128 -2.984
O 1.736 1.870 -5.071
H 1.941 2.766 -5.356
H 1.352 1.974 -4.188
O -0.690 2.865 -0.674
H -1.636 2.666 -0.628
H -0.282 2.005 -0.833
O -2.423 1.393 -3.604
H -2.480 1.313 -2.637
H -1.871 0.647 -3.871
O -0.166 1.792 5.684
H 0.787 1.683 5.623
H -0.514 1.195 5.006
O -0.320 -3.422 -6.115
H -0.346 -2.461 -6.316
H -1.021 -3.557 -5.469
O -1.398 -4.228 -1.862
H -0.646 -3.974 -2.415
H -1.009 -4.712 -1.127
O 4.902 2.907 0.889
H 5.512 3.654 0.872
H 5.206 2.305 0.182
O 3.207 3.663 3.497
H 3.231 2.843 2.969
H 3.919 4.195 3.133
O -0.306 -0.573 -6.328
H -1.027 -0.428 -5.707
H 0.383 0.033 -6.023
O 4.626 0.919 -1.027
H 4.204 0.195 -0.547
H 3.897 1.525 -1.216
O -2.732 0.832 -0.766
H -2.648 0.776 0.203
H -3.646 1.114 -0.904
O 1.963 -2.234 1.983
H 1.366 -2.975 1.828
H 1.395 -1.554 2.364
O 3.095 -3.538 -2.767
H 3.424 -3.436 -1.867
H 2.260 -3.039 -2.777
O 1.330 2.774 -3.001
H 1.128 3.035 -3.905
H 0.484 2.875 -2.530
```

---

Entry 7:
The following is a DFT calculation (wB97M-V/def2-TZVPD) of a single C6H8N2 molecule.

Output
LUMO (alpha / beta): -0.112 / -0.108 eV
Energy relative to the best compared isomer or geometry (same formula, charge and spin): 117.47 kcal/mol
Charge: 0

XYZ file:
```
16
C6H8N2 (wB97M-V/def2-TZVPD)
C 1.313 0.597 0.398
C 0.679 -0.308 1.449
C 0.009 1.034 -0.210
C -0.658 -0.616 -1.442
C -0.855 -1.419 -0.373
C -0.664 -0.758 0.872
N -0.556 2.116 -0.416
N -0.735 -0.234 -2.612
H 0.037 2.944 -0.288
H -1.618 -0.396 -3.095
H 1.892 0.036 -0.336
H 1.930 1.410 0.796
H -1.162 -2.461 -0.481
H 0.484 0.257 2.362
H 1.286 -1.179 1.723
H -1.381 -1.022 1.653
```

---

Entry 8:
The following is a DFT calculation (wB97M-V/def2-TZVPD) of a gas-phase ion, C6H8BrN2O (charge +1) in a non-equilibrium geometry.

Output
LUMO: -3.227 eV
Energy relative to the best compared isomer or geometry (same formula, charge and spin): 10.59 kcal/mol
SMILES: C=COCc1c[nH]c(Br)[nH+]1
Charge: +1

XYZ file:
```
18
C6H8BrN2O (wB97M-V/def2-TZVPD)
C -1.651 0.923 1.792
C -1.725 -0.343 1.465
O -0.781 -1.207 0.923
C 0.566 -0.747 0.920
C 0.890 -0.202 -0.449
C 2.034 0.360 -0.977
N 1.804 0.592 -2.262
C 0.682 -0.022 -2.666
Br -0.033 -0.162 -4.405
N 0.048 -0.433 -1.621
H -0.632 1.553 1.860
H -2.407 1.517 2.265
H -2.668 -0.905 1.499
H 1.112 -1.728 1.119
H 0.891 -0.077 1.737
H 2.989 0.606 -0.547
H 2.474 1.115 -2.983
H -0.891 -0.899 -1.533
```

---

Entry 9:
The following is a DFT calculation (wB97M-V/def2-TZVPD) of 2 unconnected molecules or ions with the total composition C9H13BN2 in a non-equilibrium geometry.

Output
LUMO: -0.708 eV
Energy relative to the best compared isomer or geometry (same formula, charge and spin): 82.00 kcal/mol
SMILES: CN(C)c1ccccc1.BC#N
Charge: 0

XYZ file:
```
25
C9H13BN2 (wB97M-V/def2-TZVPD)
C -1.611 -0.900 -1.488
N -0.866 -0.700 -0.258
C -1.666 -0.144 0.838
C 0.526 -0.872 -0.192
C 1.189 -2.123 -0.317
C 2.585 -2.178 -0.316
C 3.348 -1.002 -0.265
C 2.688 0.234 -0.226
C 1.304 0.299 -0.169
H -0.937 -0.972 -2.343
H -2.219 -1.817 -1.476
H -2.274 -0.045 -1.658
H -1.282 -0.564 1.772
H -2.699 -0.431 0.658
H -1.670 0.952 0.904
H 0.614 -3.053 -0.366
H 3.111 -3.138 -0.341
H 4.443 -1.041 -0.257
H 3.254 1.163 -0.220
H 0.780 1.259 -0.131
B -1.994 2.581 1.577
C -1.266 3.318 0.457
N -0.735 4.015 -0.336
H -3.194 2.609 1.518
H -1.430 2.549 2.634
```

---

Entry 10:
The following is a DFT calculation (wB97M-V/def2-TZVPD) of 6 unconnected molecules or ions with the total composition C16H23BrFN6O2 in a non-equilibrium geometry.

Output
LUMO: 2.338 eV
Charge: -1

XYZ file:
```
49
C16H23BrFN6O2 (wB97M-V/def2-TZVPD)
O 4.553 -2.893 -1.014
C 4.125 -1.794 -1.119
F 4.729 -0.893 -1.901
N 3.018 -1.377 -0.391
C 1.859 -1.023 -1.259
O 1.961 -0.988 -2.487
C 0.623 -0.758 -0.508
C -0.587 -0.546 -1.459
C -1.869 -1.101 -0.710
C -2.571 -2.128 -1.645
Br -3.985 -3.084 -0.656
H 2.666 -2.128 0.194
H 0.501 -1.676 0.115
H -0.743 0.554 -1.547
H -0.491 -1.034 -2.451
H -1.590 -1.579 0.249
H -2.598 -0.307 -0.452
H -3.053 -1.579 -2.474
H -1.787 -2.817 -2.011
C 1.860 -5.342 1.030
C 0.582 -4.662 0.753
N -0.404 -4.129 0.538
H 2.664 -4.609 1.090
H 1.796 -5.879 1.975
H 2.083 -6.048 0.232
C 1.149 3.423 0.917
C 0.742 2.171 1.577
N 0.444 1.180 2.058
H 0.924 4.274 1.558
H 2.218 3.401 0.715
H 0.612 3.536 -0.024
C 2.868 2.003 -2.475
C 3.382 2.998 -1.514
N 3.775 3.764 -0.762
H 3.355 2.138 -3.440
H 3.068 0.996 -2.113
H 1.793 2.127 -2.596
C 1.924 7.283 3.197
C 1.298 7.109 1.875
N 0.812 6.970 0.852
H 2.372 8.274 3.266
H 1.174 7.175 3.978
H 2.699 6.531 3.340
C -8.403 -3.185 0.823
C -7.186 -2.402 1.101
N -6.240 -1.800 1.314
H -9.285 -2.568 0.986
H -8.393 -3.528 -0.210
H -8.444 -4.049 1.485
```

---

Question: Which of these has the lowest charge?
Answer: C8H28B2O30

---

Question: Look up the charge of the second one.
Answer: 0

---

Question: charge of number 5 (C5H9NS)?
Answer: 0

---

Question: What is the charge in the eighth record?
Answer: +1